[1]
# C5H8O

An isolated molecule of C5H8O (wB97M-V/def2-TZVPD, the Open Molecules 2025 dataset).

As for the HOMO-LUMO gap: 9.65 eV. The LUMO energy is 0.8 eV. As for the spin multiplicity: 1. The HOMO energy is -8.8 eV.

Element x y z (Å)
1 C -1.1575 -0.2629 -1.3087
2 C -0.4201 0.1195 -2.6349
3 C 0.2199 0.0176 -0.5930
4 C 0.8215 -1.0881 0.3198
5 C 0.1098 1.3196 0.1936
6 O 0.7735 0.1895 -1.9543
7 H -1.9161 0.4482 -0.8856
8 H -1.4627 -1.2610 -1.3908
9 H 0.1117 -1.2690 1.2145
10 H 1.9009 -0.8707 0.5813
11 H 0.6417 -2.0907 -0.3406
12 H -0.4729 2.2001 -0.3320
13 H 1.1323 1.7097 0.3973
14 H -0.3738 1.0697 1.2548

[2]
# C2H2NO3

A structure of composition C2H2NO3 (wB97M-V/def2-TZVPD, the Open Molecules 2025 dataset).

As for the HOMO-LUMO gap (alpha / beta): 9.47 / 9.47 eV. The charge is -1. The LUMO energy (alpha / beta) is 4.0 / 4.0 eV. As for the spin multiplicity: 1. The HOMO energy (alpha / beta) is -5.5 / -5.5 eV.

Element x y z (Å)
1 C -0.6993 0.8607 -0.9078
2 C -0.4637 -0.1082 0.4009
3 N 0.7236 -0.5857 0.7588
4 O -1.8554 1.2224 -1.0365
5 O 0.2841 0.9518 -1.6250
6 O 1.9703 -1.6349 1.3631
7 H -1.3501 -0.7338 0.8220
8 H 1.3907 0.0276 0.2244

[3]
# C6H12OSSi

An isolated molecule of C6H12OSSi (wB97M-V/def2-TZVPD, the Open Molecules 2025 dataset).

As for the HOMO-LUMO gap: 7.73 eV. The LUMO energy is -0.7 eV. As for the spin multiplicity: 1. The HOMO energy is -8.4 eV.

Element x y z (Å)
1 C 0.5207 0.9151 0.5576
2 C 0.7721 1.4344 -0.6145
3 C 1.1343 1.5147 1.8122
4 C 1.4626 2.4534 -1.3761
5 C -2.7099 -1.4351 0.1318
6 C 0.1214 -2.7714 -0.2783
7 O -0.2638 -0.1433 0.7929
8 Si -0.8965 -1.1674 -0.3681
9 S -0.6343 -0.1515 -2.2013
10 H 2.2205 1.4968 1.7455
11 H 0.8153 0.9233 2.6660
12 H 0.8066 2.5430 1.9452
13 H 1.7440 3.2804 -0.7179
14 H 0.8031 2.8449 -2.1502
15 H 2.3588 2.0515 -1.8504
16 H -2.9101 -1.0384 1.1213
17 H -3.3888 -0.9486 -0.5621
18 H -2.9546 -2.4928 0.1390
19 H -0.2342 -3.4983 -1.0028
20 H 1.1694 -2.5816 -0.4943
21 H 0.0634 -3.2290 0.7044

[4]
# C2H10N2

A cluster of 2 separate species, C2H10N2 in total (wB97M-V/def2-TZVPD, the Open Molecules 2025 dataset).

As for the SMILES: CN.CN. As for the HOMO-LUMO gap: 10.54 eV. The LUMO energy is 1.2 eV. As for the spin multiplicity: 1. The HOMO energy is -9.4 eV.

Element x y z (Å)
1 C -2.0025 0.1694 0.5285
2 N -1.4386 -0.2460 -0.7559
3 H -2.0254 1.2488 0.7272
4 H -3.0077 -0.2329 0.6451
5 H -1.3756 -0.2576 1.3116
6 H -0.4783 0.0613 -0.7583
7 H -1.8966 0.1970 -1.5426
8 C 1.6681 -0.4990 0.4966
9 N 1.7997 0.6005 -0.5299
10 H 0.8729 -1.2032 0.2554
11 H 2.6234 -1.0011 0.4189
12 H 1.3671 0.0096 1.4051
13 H 2.7197 0.6309 -0.9013
14 H 1.1739 0.5224 -1.3003

We obtain energy relative to the best compared isomer or geometry (same formula, charge and spin) values of 4.2599 5.7576 0.6074 0.8453 eV for the records listed above, in that order.